1.
Entry from the OMol25 dataset: a structure of composition C17H23I2LaNO4RhSSi in a non-equilibrium geometry (ωB97M-V/def2-TZVPD).

Each line ends with the natural charge from an NBO analysis.
Element x y z (Å)
Rh: -0.12 -1.61 -0.66  0.157
H: 2.14 -1.62 -4.43  0.234
O: -1.47 2.66 2.13  -0.311
C: -2.34 0.25 4.39  -0.145
H: 1.03 -1.57 3.87  0.270
H: -1.45 -0.02 -3.40  0.181
O: -2.49 2.64 -2.39  -0.257
H: -1.17 -0.41 -5.10  0.288
H: 1.27 1.13 -5.75  0.286
C: 1.84 -1.52 3.14  -1.145
N: -0.08 -0.15 1.63  -1.126
H: 3.95 0.20 1.41  0.350
H: 1.28 1.55 4.09  0.273
La: 0.45 1.17 -0.57  1.234
H: 1.64 2.46 2.61  0.237
H: -4.68 -0.36 2.02  0.278
C: 1.52 1.06 -4.69  -0.618
C: 1.87 1.55 3.16  -1.131
C: -0.82 0.22 -4.26  -0.637
H: -2.74 -0.24 0.58  0.225
H: 0.52 -2.25 -4.07  0.197
H: 2.79 -1.44 3.66  0.299
C: -1.25 -0.09 2.27  0.357
C: -1.44 -1.94 -1.87  0.631
C: -2.57 -0.17 1.68  -0.288
C: -1.69 2.07 -1.76  0.480
O: -2.28 -2.38 -2.55  -0.292
H: 1.32 2.01 -4.19  0.204
H: 0.84 -1.49 -5.66  0.262
C: 0.67 -0.07 -4.10  -0.130
C: 1.07 -1.47 -4.60  -0.618
S: 1.43 -0.29 -2.51  -0.170
C: 3.00 0.14 0.84  -1.114
I: 1.47 -3.69 -0.90  0.602
H: -4.51 0.02 4.47  0.286
H: 3.05 -0.73 0.17  0.264
C: -3.71 -0.18 2.46  -0.153
I: 1.77 3.78 -0.91  0.484
Si: 1.65 0.00 2.16  1.735
H: 2.59 0.82 -4.57  0.244
O: -1.67 -2.74 1.63  -0.331
C: -1.19 0.16 3.66  -0.235
C: -1.04 2.39 1.10  0.467
H: 2.95 1.08 0.24  0.205
H: -2.25 0.49 5.45  0.281
C: -3.61 0.03 3.85  0.015
H: -0.98 1.27 -4.53  0.250
H: 2.93 1.58 3.44  0.301
H: -0.20 0.34 4.11  0.249
C: -1.12 -2.22 0.74  0.629
H: 1.83 -2.40 2.50  0.250

- E: -66418.1640 eV
- HOMO (alpha / beta): -20.865 / -21.416 eV
- Energy relative to the best compared isomer or geometry (same formula, charge and spin): 180.9 kJ/mol
- <S²>: 6.03
- Charge: +4
- Spin multiplicity: 5

***

2.
Entry from the OMol25 dataset: a structure of composition C48H64N16O3S in a non-equilibrium geometry (ωB97M-V/def2-TZVPD).

Each line ends with the Löwdin charge.
Element x y z (Å)
H: 5.69 0.45 -0.52  0.071
C: 4.70 -0.21 -2.27  -0.084
N: -4.04 -8.67 5.97  0.121
C: -0.58 -5.98 0.61  -0.302
C: 2.47 1.25 -1.35  -0.145
C: 3.23 -9.06 1.14  -0.285
H: -5.72 -5.49 3.15  0.080
C: -1.50 -0.86 -7.76  -0.284
H: 1.15 6.80 0.92  0.093
H: 2.15 -0.03 1.09  0.116
C: 2.79 -4.88 1.98  -0.236
H: 0.34 7.92 2.78  0.073
H: -3.06 -0.17 -8.98  0.083
H: 4.17 -6.45 1.90  0.058
C: 8.71 -0.26 1.27  -0.070
C: 4.77 0.49 -1.08  -0.089
C: -6.58 -8.11 6.04  -0.068
C: 1.60 2.63 2.88  -0.306
N: -4.25 4.80 2.81  0.132
C: -3.32 4.18 2.55  -0.257
H: -6.00 -3.78 2.87  0.084
C: 0.02 -0.14 1.34  -0.461
H: -0.31 3.17 -7.34  0.058
H: 1.71 -7.86 0.33  0.051
H: -1.24 -1.28 -1.45  0.087
H: -0.17 -5.96 2.67  0.054
C: -6.01 -4.56 3.63  -0.087
C: 8.18 -0.85 0.05  -0.277
C: 2.13 5.33 -7.24  -0.260
C: -5.16 -8.42 6.00  -0.289
C: -1.69 -3.70 6.08  -0.052
N: 4.27 -9.16 1.62  0.128
H: 1.86 -9.45 -0.40  0.087
H: -1.60 -5.05 2.20  0.044
H: -2.03 -1.58 0.13  0.085
N: 1.79 -4.42 2.32  0.160
H: 4.88 -4.84 1.79  0.086
C: 1.18 0.48 -3.43  -0.036
H: 4.03 -5.52 0.41  0.092
H: 0.42 5.55 -0.73  0.138
H: 3.44 -0.73 -3.91  0.114
H: -4.06 2.25 -2.71  0.076
H: -0.17 6.26 3.26  0.065
C: 1.45 1.95 1.64  -0.104
N: 7.75 -1.31 -0.91  0.150
H: -6.77 -7.09 5.71  0.053
C: 2.41 0.56 -2.55  -0.213
H: 0.35 1.07 -3.07  0.045
C: 1.30 4.92 -0.75  -0.030
H: 1.41 -2.56 0.56  0.066
S: 1.87 3.23 5.14  1.024
H: -2.11 2.46 2.75  0.080
C: 1.40 4.14 0.54  -0.089
N: 1.78 4.49 4.18  -0.239
H: 1.44 0.83 -4.42  0.072
H: -0.94 1.68 -6.64  0.018
H: 0.80 1.94 -6.74  0.076
H: -1.22 3.95 2.46  0.065
H: 9.15 0.72 1.05  0.083
H: 3.50 5.95 -5.77  0.085
N: 1.72 2.05 4.07  -0.225
N: -0.44 -0.76 -7.33  0.140
H: 5.53 -0.80 -2.62  0.086
C: -1.32 -0.96 -0.42  -0.073
H: -6.98 -8.21 7.05  0.084
C: -2.35 -4.48 5.05  -0.234
O: 2.36 6.97 -1.33  0.111
H: -2.05 -3.98 7.07  0.087
C: -1.03 -5.95 1.99  -0.108
N: -3.12 1.42 -5.60  0.156
C: 1.23 1.96 -0.83  -0.068
H: -2.11 3.19 1.15  0.087
C: -2.87 -0.93 -8.22  -0.080
H: 0.83 2.56 -1.64  0.083
C: -0.16 2.43 -6.56  -0.098
H: 1.93 6.75 -5.71  0.084
H: -1.65 -6.81 2.22  0.080
N: -0.20 3.44 -4.17  0.151
N: 0.02 -0.99 0.20  -0.156
H: 9.48 -0.89 1.70  0.082
N: -6.35 4.29 -1.57  0.123
H: 1.29 6.96 3.89  0.058
N: -2.85 -5.10 4.23  0.156
C: 0.67 6.91 3.00  -0.089
C: 1.50 4.83 1.73  -0.120
H: -3.90 3.75 -3.62  0.081
C: -0.20 3.01 -5.23  -0.274
C: -7.33 -4.66 4.23  -0.292
H: 3.75 1.75 0.30  0.109
C: 2.69 6.35 -6.38  -0.064
H: -3.08 -1.90 -8.67  0.079
C: -3.26 2.02 -4.64  -0.258
C: -2.13 3.41 2.22  -0.052
H: 1.14 -9.28 1.20  0.085
H: -1.71 0.05 -0.41  0.077
H: 0.47 1.20 -0.63  0.099
N: -0.21 -6.03 -0.48  0.133
C: 1.92 -8.90 0.54  -0.065
H: -2.46 2.97 -2.94  0.053
C: 3.52 -0.17 -2.98  -0.044
C: 1.50 6.34 1.83  -0.167
H: -6.40 4.60 1.57  0.037
C: 1.63 4.07 2.92  -0.294
H: 7.92 -0.12 2.01  0.082
H: -0.61 -3.86 6.05  0.088
H: -7.68 5.63 0.96  0.085
H: 0.13 -2.47 1.72  0.072
H: -7.15 -8.77 5.39  0.085
O: -0.95 0.11 2.00  0.105
H: -3.56 -0.77 -7.40  0.065
C: 0.35 -2.37 0.66  -0.065
H: 0.90 -0.56 -3.54  0.087
H: -1.88 -2.63 5.93  0.087
C: 3.67 1.21 -0.63  -0.042
C: -6.73 4.46 -0.50  -0.279
C: -7.22 4.66 0.85  -0.073
C: 4.03 -5.45 1.50  -0.055
H: 1.55 0.15 2.73  0.116
H: 2.53 6.66 1.98  0.127
H: 4.24 5.92 -0.36  0.125
O: 3.70 5.26 -0.82  0.110
H: 1.20 4.27 -1.62  0.103
H: -5.26 -4.31 4.37  0.046
C: -3.43 2.79 -3.41  -0.072
N: -8.36 -4.77 4.72  0.125
C: 1.38 0.44 1.69  -0.033
H: 3.08 7.17 -6.97  0.083
C: 1.38 2.71 0.48  -0.096
H: -7.95 3.90 1.12  0.083
N: 1.68 4.52 -7.93  0.146
C: 2.48 5.83 -1.00  -0.522
H: -0.23 -3.10 0.11  0.070

- E: -91630.7487 eV
- HOMO: -8.626 eV
- Spin multiplicity: 1

***

Question: Among the records above, which one has the lowest E?
Answer: C48H64N16O3S

***

Question: The lowest spin multiplicity belongs to which entry?
Answer: C48H64N16O3S